[1]
Computed, not measured: one molecule with the formula C4H4BrNO2, with ωB97M-V/def2-TZVPD.

Properties
Orbital gap (alpha / beta) ... 0.21821 / 0.26978 hartree
Charge ... 0
⟨S²⟩ ... 2.020
Multiplicity ... 3
Relative energy (zero: lowest compared OMol25 entry of this formula, charge and spin) ... 65.8 kJ/mol
LUMO level (alpha / beta) ... 0.353 / -3.160 eV

```
12
C4H4BrNO2, DFT ωB97M-V/def2-TZVPD
C -0.4010 1.7640 0.7546
C -0.0890 0.9202 -1.8858
C -0.7904 0.4201 0.5527
C -0.2576 -0.1684 -0.8127
N -0.9954 1.8634 -1.7658
O 0.0355 2.7988 0.9796
O 0.8824 0.8283 -2.6333
Br -0.9458 3.2369 -2.8961
H -0.3968 -0.0801 1.3712
H -1.9020 0.2333 0.6903
H -0.7488 -0.9809 -1.3281
H 0.7429 -0.4682 -0.5421
```

Formally, the Mulliken partial charges of the atoms, in units of the elementary charge, are as follows: atom 1 (C): 0.31, atom 2 (C): 0.60, atom 3 (C): -0.49, atom 4 (C): -0.47, atom 5 (N): -0.34, atom 6 (O): -0.39, atom 7 (O): -0.50, atom 8 (Br): 0.09, atom 9 (H): 0.37, atom 10 (H): 0.20, atom 11 (H): 0.38, atom 12 (H): 0.23


[2]
Computed, not measured: one molecule with the formula C4H9N3S, with ωB97M-V/def2-TZVPD.

Properties
Orbital gap ... 0.34048 hartree
Charge ... 0
Relative energy (zero: lowest compared OMol25 entry of this formula, charge and spin) ... 360.6 kJ/mol
LUMO level ... 0.549 eV
Structure (SMILES) ... N[C@@H]1C[C@@H]1/N=C\NS

```
17
C4H9N3S, DFT ωB97M-V/def2-TZVPD
N 0.3469 2.6171 0.6259
C 0.3000 1.7897 -0.6049
C -1.0020 1.0456 -0.9000
C 0.2763 0.3092 -0.4688
N 0.1479 -0.1667 0.9470
C -0.1269 -1.3474 1.4042
N -0.0751 -2.4736 0.6149
S -0.4921 -2.7095 -0.9783
H 1.4614 2.7058 0.7747
H 0.1958 1.9325 1.5243
H 0.8662 2.2910 -1.4964
H -1.9404 1.1972 -0.3906
H -1.3466 0.7325 -1.9041
H 0.7583 -0.4165 -1.1640
H -0.1703 -1.5549 2.5381
H 0.0971 -3.4632 1.0331
H 0.7035 -2.4886 -1.5553
```

Formally, the Mulliken partial charges of the atoms, in units of the elementary charge, are as follows: atom 1 (N): -0.77, atom 2 (C): -0.18, atom 3 (C): -0.63, atom 4 (C): 0.19, atom 5 (N): -0.42, atom 6 (C): 0.01, atom 7 (N): -0.32, atom 8 (S): -0.15, atom 9 (H): 0.30, atom 10 (H): 0.38, atom 11 (H): 0.27, atom 12 (H): 0.29, atom 13 (H): 0.18, atom 14 (H): 0.15, atom 15 (H): 0.29, atom 16 (H): 0.29, atom 17 (H): 0.12


[3]
Computed, not measured: an isolated ion of composition CHN4O2S and charge -1, with ωB97M-V/def2-TZVPD.

Properties
Orbital gap ... 0.33603 hartree
Charge ... -1
Relative energy (zero: lowest compared OMol25 entry of this formula, charge and spin) ... 133.1 kJ/mol
LUMO level ... 3.752 eV

```
9
CHN4O2S, DFT ωB97M-V/def2-TZVPD
C -0.0753 -0.4158 -0.5788
N -1.0712 -1.2268 -0.9802
N -1.5921 -0.5380 -2.0160
N -1.0444 0.5800 -2.1481
N -0.1185 0.7075 -1.2523
O 0.9488 2.9701 -0.4575
O 2.5179 0.7740 -0.6656
S 1.3718 1.9339 -1.3618
H 0.8301 -0.6144 0.1116
```

Formally, the Mulliken partial charges of the atoms, in units of the elementary charge, are as follows: atom 1 (C): 0.07, atom 2 (N): -0.39, atom 3 (N): -0.35, atom 4 (N): -0.28, atom 5 (N): 0.26, atom 6 (O): -0.50, atom 7 (O): -0.71, atom 8 (S): 0.56, atom 9 (H): 0.33


[4]
Computed, not measured: a 2-piece molecular cluster, C12H17N overall, with ωB97M-V/def2-TZVPD.

Properties
Orbital gap ... 0.31599 hartree
Charge ... 0
Relative energy (zero: lowest compared OMol25 entry of this formula, charge and spin) ... 218.1 kJ/mol
LUMO level ... 0.862 eV
Structure (SMILES) ... Cc1c[nH]c2ccccc12.CCC

```
30
C12H17N, DFT ωB97M-V/def2-TZVPD
C -2.7859 -0.9389 1.2923
C -1.6733 -0.0056 1.3653
C -0.6803 0.1590 2.3364
N 0.2327 1.0811 1.8962
C 0.0642 1.4066 0.5504
C 0.5233 2.3925 -0.2858
C -0.1378 2.8002 -1.4543
C -1.3455 2.1644 -1.8378
C -1.7314 1.1120 -1.0907
C -1.2102 0.8387 0.2048
H -2.3913 -1.9893 1.2153
H -3.4141 -0.7531 0.4530
H -3.2595 -0.9714 2.3110
H -0.6140 -0.1274 3.3708
H 1.0798 1.2727 2.4956
H 1.3262 3.0222 0.0995
H 0.1428 3.7735 -1.8375
H -2.0659 2.6647 -2.5006
H -2.7525 0.5764 -1.4340
C 1.7013 -2.7064 0.0454
C 2.0028 -1.2550 -0.1645
C 2.0446 -0.8710 -1.7638
H 2.3838 -3.4105 -0.4294
H 0.6982 -2.8679 -0.2507
H 1.6490 -2.9053 1.1082
H 1.2161 -0.6572 0.3185
H 3.0380 -1.1972 0.2829
H 1.4807 0.1329 -1.9990
H 3.0758 -1.0204 -2.1563
H 1.4022 -1.7201 -2.1410
```

Formally, the Mulliken partial charges of the atoms, in units of the elementary charge, are as follows: atom 1 (C): -1.36, atom 2 (C): 0.60, atom 3 (C): -0.71, atom 4 (N): -0.01, atom 5 (C): -0.59, atom 6 (C): -0.72, atom 7 (C): -0.44, atom 8 (C): -0.45, atom 9 (C): -0.39, atom 10 (C): 1.33, atom 11 (H): 0.22, atom 12 (H): 0.37, atom 13 (H): 0.32, atom 14 (H): 0.44, atom 15 (H): 0.28, atom 16 (H): 0.30, atom 17 (H): 0.40, atom 18 (H): 0.33, atom 19 (H): 0.04, atom 20 (C): -1.55, atom 21 (C): 0.59, atom 22 (C): -0.91, atom 23 (H): 0.36, atom 24 (H): 0.42, atom 25 (H): 0.39, atom 26 (H): -0.30, atom 27 (H): 0.32, atom 28 (H): 0.17, atom 29 (H): 0.32, atom 30 (H): 0.25


[5]
Computed, not measured: C11H9O2 as an isolated structure, with ωB97M-V/def2-TZVPD.

Properties
Orbital gap ... 0.29122 hartree
Charge ... -1
Relative energy (zero: lowest compared OMol25 entry of this formula, charge and spin) ... 328.2 kJ/mol
LUMO level ... 3.466 eV

```
22
C11H9O2, DFT ωB97M-V/def2-TZVPD
C 2.3214 -2.4684 -0.1858
C 1.8514 -1.3733 -0.0009
C -2.9279 0.0624 -1.0449
C -1.9447 -0.6918 -1.6533
C -2.6800 0.8059 0.0291
C -0.6494 -0.5023 -1.1374
C -1.3904 0.9349 0.5632
C -0.3767 0.1968 -0.0054
C 2.0085 1.0604 -0.5562
C 1.4411 0.4853 1.9412
C 1.0159 0.2961 0.5005
O 2.9192 1.7497 -0.0788
O 1.9312 0.6531 -1.7101
H 2.4702 -3.4867 0.0436
H -3.9950 -0.0959 -1.4003
H -2.1375 -1.1695 -2.5993
H -3.5340 1.3786 0.4525
H 0.1938 -1.1324 -1.4011
H -1.3100 1.5645 1.4024
H 2.1447 1.2890 1.9036
H 0.6237 0.7764 2.5446
H 2.0245 -0.3328 2.3928
```

Formally, the Mulliken partial charges of the atoms, in units of the elementary charge, are as follows: atom 1 (C): -0.31, atom 2 (C): -0.86, atom 3 (C): -0.15, atom 4 (C): -0.91, atom 5 (C): -0.58, atom 6 (C): -0.24, atom 7 (C): -0.36, atom 8 (C): 0.22, atom 9 (C): 0.66, atom 10 (C): -1.43, atom 11 (C): 1.29, atom 12 (O): -0.76, atom 13 (O): -0.63, atom 14 (H): 0.42, atom 15 (H): 0.23, atom 16 (H): 0.35, atom 17 (H): 0.28, atom 18 (H): 0.35, atom 19 (H): 0.42, atom 20 (H): 0.39, atom 21 (H): 0.36, atom 22 (H): 0.25


[6]
Computed, not measured: an isolated ion of composition C7H18N3O4 and charge +1, with ωB97M-V/def2-TZVPD.

Properties
Orbital gap ... 0.32739 hartree
Charge ... +1
Relative energy (zero: lowest compared OMol25 entry of this formula, charge and spin) ... 356.1 kJ/mol
LUMO level ... -3.231 eV
Structure (SMILES) ... COCCOCCN(N)/C(O)=C(/[NH3+])O

```
32
C7H18N3O4, DFT ωB97M-V/def2-TZVPD
C 2.3199 -1.3027 3.2626
O 2.0067 -0.6891 2.0196
C 2.9302 -0.9779 0.9020
C 2.4462 -0.4254 -0.4069
O 1.4866 -1.3074 -0.9178
C 0.8444 -0.7600 -2.0187
C -0.6449 -0.4355 -1.6310
N -0.7333 0.1785 -0.3522
N -0.6407 -0.7716 0.6973
C -2.1853 0.9065 -0.0960
O -2.5955 0.5387 1.1013
C -2.5398 1.8160 -1.0045
N -3.9000 2.4045 -0.6897
O -1.9400 2.1188 -2.1657
H 1.4947 -0.7614 3.9602
H 3.2741 -1.0514 3.4802
H 2.2371 -2.3283 3.4355
H 3.8890 -0.7745 1.2981
H 3.0079 -2.0433 0.8918
H 3.2524 -0.3573 -1.2540
H 2.2273 0.6451 -0.1897
H 1.3053 0.1659 -2.5633
H 0.9822 -1.5468 -2.8297
H -1.1181 0.1108 -2.5483
H -1.4102 -1.2811 -1.5278
H -0.8691 -1.7620 0.5630
H 0.3365 -0.6851 1.2048
H -1.8219 0.0007 1.5030
H -3.9736 2.5231 0.2525
H -4.5640 1.7896 -1.1143
H -3.9702 3.3986 -1.0045
H -1.1338 2.6637 -2.2577
```

Formally, the Mulliken partial charges of the atoms, in units of the elementary charge, are as follows: atom 1 (C): -0.85, atom 2 (O): -0.45, atom 3 (C): -0.89, atom 4 (C): -0.30, atom 5 (O): -0.32, atom 6 (C): -0.76, atom 7 (C): -0.53, atom 8 (N): 0.12, atom 9 (N): -0.55, atom 10 (C): 0.35, atom 11 (O): -0.57, atom 12 (C): -0.21, atom 13 (N): -0.16, atom 14 (O): -0.54, atom 15 (H): 0.21, atom 16 (H): 0.36, atom 17 (H): 0.37, atom 18 (H): 0.56, atom 19 (H): 0.39, atom 20 (H): 0.43, atom 21 (H): 0.25, atom 22 (H): 0.31, atom 23 (H): 0.37, atom 24 (H): 0.36, atom 25 (H): 0.41, atom 26 (H): 0.24, atom 27 (H): 0.41, atom 28 (H): 0.55, atom 29 (H): 0.34, atom 30 (H): 0.35, atom 31 (H): 0.39, atom 32 (H): 0.37


[7]
Computed, not measured: C4H4LaO5 as an isolated structure, with ωB97M-V/def2-TZVPD.

Properties
Orbital gap ... 0.25128 hartree
Charge ... +1
Relative energy (zero: lowest compared OMol25 entry of this formula, charge and spin) ... 0.0 kJ/mol
LUMO level ... -6.165 eV

```
14
C4H4LaO5, DFT ωB97M-V/def2-TZVPD
O -2.1418 1.0583 2.4955
C -1.0069 1.0493 2.7469
O 0.0702 1.0585 3.1834
O 0.0600 0.6607 -0.3182
C 0.8073 -0.5999 -0.4686
H 1.5536 -0.5637 0.3434
C -0.1453 -1.7462 -0.1681
H -0.6567 -1.6356 0.8053
H -0.9223 -1.8623 -0.9389
H 0.4229 -2.6881 -0.1229
C 0.0191 1.6093 -1.3169
O 0.7214 1.4046 -2.3712
O -0.7072 2.5815 -1.1309
La 1.9257 -0.3263 -2.7387
```

Formally, the Mulliken partial charges of the atoms, in units of the elementary charge, are as follows: atom 1 (O): -0.36, atom 2 (C): 0.76, atom 3 (O): -0.39, atom 4 (O): -0.23, atom 5 (C): -0.44, atom 6 (H): 0.42, atom 7 (C): -1.08, atom 8 (H): 0.22, atom 9 (H): 0.33, atom 10 (H): 0.38, atom 11 (C): 0.80, atom 12 (O): -0.60, atom 13 (O): -0.50, atom 14 (La): 1.70


[8]
Computed, not measured: an isolated ion of composition C7H10N3 and charge +1, with ωB97M-V/def2-TZVPD.

Properties
Orbital gap ... 0.31351 hartree
Charge ... +1
Relative energy (zero: lowest compared OMol25 entry of this formula, charge and spin) ... 212.4 kJ/mol
LUMO level ... -3.971 eV
Structure (SMILES) ... C[N@H+]1C=c2[nH]cnc2=CC1

```
20
C7H10N3, DFT ωB97M-V/def2-TZVPD
C 2.6093 0.4462 0.1353
N 1.2680 -0.0049 0.4339
C 0.2967 1.0378 0.1665
C -0.9980 0.6704 -0.0524
N -2.1797 1.2667 -0.2834
C -3.2138 0.3467 -0.0227
N -2.8354 -0.8236 0.3015
C -1.3854 -0.7142 0.2326
C -0.4634 -1.6701 0.0483
C 0.8671 -1.1864 -0.3964
H 2.6323 1.0172 -0.7577
H 3.0645 1.0056 0.9278
H 3.2730 -0.3960 -0.1148
H 1.2814 -0.2332 1.4026
H 0.7586 2.0165 -0.0531
H -2.3273 2.2230 -0.3056
H -4.2857 0.7491 -0.0036
H -0.7264 -2.7519 0.0740
H 1.7138 -1.9947 -0.3663
H 0.6503 -1.0041 -1.3665
```

Formally, the Mulliken partial charges of the atoms, in units of the elementary charge, are as follows: atom 1 (C): -1.03, atom 2 (N): 0.19, atom 3 (C): -0.80, atom 4 (C): 0.32, atom 5 (N): -0.14, atom 6 (C): -0.10, atom 7 (N): -0.55, atom 8 (C): 0.52, atom 9 (C): -0.58, atom 10 (C): -0.37, atom 11 (H): 0.44, atom 12 (H): 0.37, atom 13 (H): 0.36, atom 14 (H): 0.32, atom 15 (H): 0.36, atom 16 (H): 0.20, atom 17 (H): 0.33, atom 18 (H): 0.40, atom 19 (H): 0.43, atom 20 (H): 0.33


> Number 8 is which compound?

C7H10N3


Please write out number 3 again, unchanged.
Computed, not measured: an isolated ion of composition CHN4O2S and charge -1, with ωB97M-V/def2-TZVPD.

Properties
Orbital gap ... 0.33603 hartree
Charge ... -1
Relative energy (zero: lowest compared OMol25 entry of this formula, charge and spin) ... 133.1 kJ/mol
LUMO level ... 3.752 eV

```
9
CHN4O2S, DFT ωB97M-V/def2-TZVPD
C -0.0753 -0.4158 -0.5788
N -1.0712 -1.2268 -0.9802
N -1.5921 -0.5380 -2.0160
N -1.0444 0.5800 -2.1481
N -0.1185 0.7075 -1.2523
O 0.9488 2.9701 -0.4575
O 2.5179 0.7740 -0.6656
S 1.3718 1.9339 -1.3618
H 0.8301 -0.6144 0.1116
```

Formally, the Mulliken partial charges of the atoms, in units of the elementary charge, are as follows: atom 1 (C): 0.07, atom 2 (N): -0.39, atom 3 (N): -0.35, atom 4 (N): -0.28, atom 5 (N): 0.26, atom 6 (O): -0.50, atom 7 (O): -0.71, atom 8 (S): 0.56, atom 9 (H): 0.33


> What is the formula in the fifth record?

C11H9O2


> Number 2 is which compound?

C4H9N3S